A structure of composition C4H8ClN2 at a distorted geometry, computed with ωB97M-V with the def2-TZVPD basis set.

```
! wB97M-V def2-TZVPD RIJCOSX def2/J DEFGRID3
* xyz 1 1
C -0.88272 -0.43598 -1.14403
C 0.55450 -0.48297 -1.45897
C 0.46579 0.73855 0.18713
C 1.30621 0.33326 1.41844
N -0.85106 0.16816 0.08413
N -1.90613 -0.75627 -1.83059
Cl 1.01074 0.09759 -3.03384
H 0.93746 -1.37108 -0.97718
H 0.44357 1.79134 -0.30350
H 1.40027 -0.74467 1.35119
H 0.98267 0.80807 2.44224
H 2.27633 0.72380 1.23313
H -1.71997 0.30842 0.60702
H -1.72469 -1.29842 -2.65568
H -2.90783 -0.31746 -1.64410
*
```

The gap between HOMO and LUMO is 0.374 Eh. Its total energy is -726.59379 Eh.

Mulliken population analysis, charges in e, atoms 1 to 4:
1. C 0.448
2. C -0.225
3. C -0.137
4. C -1.003

=====

An isolated molecule of C4H8ClN3 at a distorted geometry, computed with ωB97M-V with the def2-TZVPD basis set.

```
! wB97M-V def2-TZVPD RIJCOSX def2/J DEFGRID3
* xyz 0 1
C 0.38179 0.76645 0.29909
C 1.85685 0.46507 0.16257
C -0.21151 -0.54935 -0.31947
C -1.51587 -1.14289 0.17512
H -1.14581 1.98205 -0.14104
H 0.38486 2.74115 -0.05062
H 0.16299 0.84856 1.36357
H 2.64528 1.18004 0.33950
H 0.95451 -2.14424 -0.87327
H -0.33385 -0.35532 -1.36145
H -1.73367 -1.99322 -0.40295
H -1.45393 -1.43186 1.23373
N -0.14009 1.94441 -0.37121
N 2.12239 -0.79381 0.02894
N 0.91658 -1.48919 -0.10182
Cl -2.89052 -0.02786 0.01932
*
```

The gap between HOMO and LUMO is 0.366 Eh. The structure (SMILES) is N[C@@H]1C=NN[C@H]1CCl. Its total energy is -781.63269 Eh.

Mulliken population analysis, charges in e, atoms 1 to 4:
1. C 0.500
2. C -0.260
3. C -0.223
4. C -0.699

=====

A cluster of 2 separate species, C4H8ClNO in total at a distorted geometry, computed with ωB97M-V with the def2-TZVPD basis set.

```
! wB97M-V def2-TZVPD RIJCOSX def2/J DEFGRID3
* xyz 0 1
C 0.71829 -0.76273 -1.03159
C -0.71173 -1.22676 -0.85124
C -0.22821 0.01111 -0.24064
C -0.69749 1.40031 -0.14034
N 0.16974 -0.54135 2.08752
O 0.33579 2.35081 -0.05751
Cl 1.17697 -1.89228 1.97615
H 1.49269 -1.33098 -0.52326
H 1.05010 -0.35197 -1.97753
H -1.41785 -1.15784 -1.66996
H -0.87515 -2.08512 -0.21595
H -1.39010 1.49333 0.71034
H -1.26079 1.65379 -1.05142
H 0.77906 0.26449 2.25564
H 0.85867 2.17518 0.72979
*
```

The gap between HOMO and LUMO (alpha / beta) is 0.324 / 0.288 Eh. Its total energy is -747.21383 Eh.

Mulliken population analysis, charges in e, atoms 1 to 4:
1. C -0.556
2. C -0.606
3. C 0.718
4. C -0.625

=====

A cluster of 2 separate species, C4H8ClNO in total at a distorted geometry, computed with ωB97M-V with the def2-TZVPD basis set.

```
! wB97M-V def2-TZVPD RIJCOSX def2/J DEFGRID3
* xyz 0 1
C 2.19014 0.16362 0.09474
C -1.98783 0.80276 0.60319
C -0.71593 -1.25865 -0.43762
C -1.03028 0.09470 -0.34241
N 1.39632 -0.09890 0.95222
O -0.27867 0.97548 -1.08375
Cl 3.83395 -0.40720 -0.39263
H 1.97469 1.08227 -0.41142
H -2.36566 -0.08447 1.16811
H -1.30258 1.58728 1.09769
H -2.78449 1.12845 -0.06887
H 0.25228 -1.39222 -0.99045
H -0.82010 -1.89219 0.48693
H 1.57872 -1.21155 1.18888
H 0.05945 0.51061 -1.86461
*
```

The gap between HOMO and LUMO is 0.344 Eh. The structure (SMILES) is [H]/N=C\Cl.C=C(C)O. Its total energy is -747.28566 Eh.

Mulliken population analysis, charges in e, atoms 1 to 4:
1. C -0.150
2. C -0.904
3. C -0.884
4. C 0.557

=====

A cluster of 2 separate species, C4H8ClNO4 in total at a distorted geometry, computed with ωB97M-V with the def2-TZVPD basis set.

```
! wB97M-V def2-TZVPD RIJCOSX def2/J DEFGRID3
* xyz 0 1
C -0.87277 -0.99908 1.26966
C -0.16372 -0.36688 0.18715
C 0.71838 1.35650 -1.26102
C 0.17721 0.89092 0.09646
N 0.07154 1.88562 1.07777
O 0.00315 3.07131 0.85800
O 0.09768 1.48753 2.25509
O 0.92833 0.42009 -2.28308
O -0.06564 2.43819 -1.71088
Cl -3.17911 -1.21663 -1.55786
H -0.45188 -0.76278 2.21357
H -1.86210 -0.37597 1.07489
H -1.14362 -2.04572 1.04330
H 0.35398 -0.92952 -0.62122
H -4.39921 -1.58478 -1.42987
H 1.75744 1.68550 -0.91315
H 0.16681 0.48636 -2.85441
H -0.30152 2.97945 -0.98674
*
```

The gap between HOMO and LUMO is 0.346 Eh. The structure (SMILES) is C/C=C(/C(O)O)[N+](=O)[O-].Cl. Its total energy is -972.96350 Eh.

Mulliken population analysis, charges in e, atoms 1 to 4:
1. C -1.088
2. C -0.074
3. C 0.251
4. C -0.041

=====

A structure of composition C4H8CuO2 at a distorted geometry, computed with ωB97M-V with the def2-TZVPD basis set.

```
! wB97M-V def2-TZVPD RIJCOSX def2/J DEFGRID3
* xyz -1 1
C 2.72889 -0.15056 -0.25268
O 2.74650 1.23306 -0.24330
C 1.33736 -0.71622 0.08677
O 0.34266 -0.16051 -0.70619
Cu 0.92627 1.81817 -0.89465
H 3.45899 -0.60128 0.46652
H 3.01195 -0.56111 -1.25685
H 1.15339 -0.50220 1.17046
H 1.38498 -1.83019 0.00148
C -2.61256 -0.36821 0.09978
C -2.95224 0.90382 0.41523
H -2.34954 -1.09171 0.87761
H -2.83786 -0.77424 -0.89075
H -2.90443 1.25199 1.45140
H -3.43438 1.54919 -0.32484
*
```

The gap between HOMO and LUMO is 0.229 Eh. Its total energy is -1948.08292 Eh.

Mulliken population analysis, charges in e, atoms 1 to 4:
1. C -0.256
2. O -0.800
3. C -0.392
4. O -0.654